[1]
Formula: C6H19BN3O2
Source: OMol25
Level of theory: the ωB97M-V functional and the def2-TZVPD basis

```
! wB97M-V def2-TZVPD RIJCOSX def2/J DEFGRID3
* xyz 1 1
B -2.054 -0.721 -2.449
C 1.254 -1.471 -1.632
C 2.201 1.150 1.904
C 0.587 -0.072 3.307
C -1.905 -1.638 -1.178
C -0.392 1.348 0.119
C -0.311 1.467 1.636
N 0.978 -0.110 -1.294
N -0.057 -0.049 -0.333
N 0.842 0.690 2.025
O -0.932 -0.554 -3.222
O -3.219 -0.245 -2.813
H 2.122 -1.451 -2.461
H 1.709 -1.936 -0.735
H 0.286 -1.934 -2.063
H 2.886 0.303 1.772
H 2.506 1.717 1.018
H 2.397 1.810 2.833
H 1.379 -0.759 3.461
H 0.475 0.577 4.226
H -0.351 -0.824 3.218
H -1.469 -2.576 -1.379
H -2.455 -1.474 -0.223
H -1.489 1.551 -0.061
H 0.263 2.065 -0.368
H -1.053 0.992 2.144
H -0.275 2.439 1.851
H 0.790 0.475 -2.031
H -0.013 -0.816 0.415
H -1.038 -0.142 -4.076
H -3.661 0.186 -3.610
*
```

Calculated values
LUMO level (alpha / beta) in eV: -4.0 / -5.2
Frontier orbital gap (alpha / beta) in eV: 7.82 / 6.59

[2]
Formula: C4H9NO
Source: OMol25
Level of theory: the ωB97M-V functional and the def2-TZVPD basis

```
! wB97M-V def2-TZVPD RIJCOSX def2/J DEFGRID3
* xyz 0 1
C -1.035 -0.338 -0.456
C -1.449 0.184 0.910
C 0.905 -0.508 -1.011
N 1.563 -1.332 -0.165
C 0.541 0.767 -0.717
O 1.498 1.269 0.230
H 1.501 2.236 0.229
H 1.823 -1.085 0.782
H 1.943 -2.210 -0.470
H 0.091 1.479 -1.396
H -1.055 -1.423 -0.471
H -1.657 0.016 -1.274
H -2.399 -0.261 1.220
H -1.572 1.270 0.924
H -0.697 -0.064 1.665
*
```

Calculated values
LUMO level in eV: 0.8
Frontier orbital gap in eV: 8.32
Energy above the lowest of the compared OMol25 structures with the same formula, charge and spin in kcal per mole: 111.47

Repeat the first record exactly.
Formula: C6H19BN3O2
Source: OMol25
Level of theory: the ωB97M-V functional and the def2-TZVPD basis

```
! wB97M-V def2-TZVPD RIJCOSX def2/J DEFGRID3
* xyz 1 1
B -2.054 -0.721 -2.449
C 1.254 -1.471 -1.632
C 2.201 1.150 1.904
C 0.587 -0.072 3.307
C -1.905 -1.638 -1.178
C -0.392 1.348 0.119
C -0.311 1.467 1.636
N 0.978 -0.110 -1.294
N -0.057 -0.049 -0.333
N 0.842 0.690 2.025
O -0.932 -0.554 -3.222
O -3.219 -0.245 -2.813
H 2.122 -1.451 -2.461
H 1.709 -1.936 -0.735
H 0.286 -1.934 -2.063
H 2.886 0.303 1.772
H 2.506 1.717 1.018
H 2.397 1.810 2.833
H 1.379 -0.759 3.461
H 0.475 0.577 4.226
H -0.351 -0.824 3.218
H -1.469 -2.576 -1.379
H -2.455 -1.474 -0.223
H -1.489 1.551 -0.061
H 0.263 2.065 -0.368
H -1.053 0.992 2.144
H -0.275 2.439 1.851
H 0.790 0.475 -2.031
H -0.013 -0.816 0.415
H -1.038 -0.142 -4.076
H -3.661 0.186 -3.610
*
```

Calculated values
LUMO level (alpha / beta) in eV: -4.0 / -5.2
Frontier orbital gap (alpha / beta) in eV: 7.82 / 6.59

Question: What is the formula in the first record?
Answer: C6H19BN3O2